The following is a DFT calculation (ωB97M-V/def2-TZVPD) of 13 unconnected molecules or ions with the total composition C39H94N4O31S6 in a non-equilibrium geometry.

## Properties
Calculated total energy = -6482.9262 Eh
Highest occupied orbital energy = -9.275 eV
Strongest force on any atom = 0.0690 hartree/bohr
LUMO level = -0.09 eV

Positions of all 174 atoms, in Å:
C1 -7.092635 0.832808 2.713943
O1 -6.888192 0.659452 1.266414
C2 -5.988893 -0.231786 0.849719
O2 -5.223653 -0.867859 1.600775
O3 -6.154273 -0.431339 -0.420821
C3 -5.470522 -1.565266 -1.043731
H1 -7.813825 1.584704 2.713107
H2 -6.138310 1.061903 3.173506
H3 -7.378163 -0.124590 3.139492
H4 -4.659341 -1.970412 -0.469912
H5 -5.051923 -1.250055 -1.952381
H6 -6.265012 -2.233297 -1.419030
C4 -2.681855 -2.697687 3.214927
O4 -2.405409 -1.573147 3.996225
C5 -1.230148 -1.435769 4.557667
O5 -0.477141 -2.370944 4.705171
O6 -1.021114 -0.201972 4.874341
C6 0.266834 0.051000 5.562652
H7 -1.773299 -3.108795 2.844111
H8 -3.347693 -2.345655 2.402867
H9 -3.213829 -3.421375 3.850788
H10 0.243714 -0.512873 6.517754
H11 0.145633 1.110654 5.781007
H12 1.113228 -0.174733 4.858946
C7 -3.988365 5.050710 1.190554
O7 -3.622632 3.873072 1.897121
C8 -4.505070 3.460836 2.780465
O8 -5.609757 3.931786 2.886290
O9 -4.152886 2.423526 3.449354
C9 -3.082083 1.597771 3.031118
H13 -3.928520 5.975850 1.694204
H14 -5.067497 4.959788 0.954057
H15 -3.517760 4.951294 0.257903
H16 -3.063364 1.388182 1.942905
H17 -3.135127 0.728660 3.659868
H18 -2.150083 2.117645 3.160458
O10 -3.191683 2.769404 -3.865785
S1 -2.853599 2.031626 -2.682146
O11 -2.440954 0.656688 -2.822880
O12 -1.659941 2.841776 -2.009129
C10 -1.382809 4.169481 -2.413082
C11 -0.546745 4.692287 -1.288637
C12 -4.198634 2.239968 -1.445221
H19 -2.319652 4.767426 -2.419230
H20 -0.873850 4.257899 -3.364065
H21 0.405955 4.142190 -1.249199
H22 -1.067486 4.610102 -0.315387
H23 -0.370897 5.816753 -1.325417
H24 -3.900816 1.837263 -0.468317
H25 -5.069175 1.638400 -1.778582
H26 -4.404253 3.298343 -1.364381
O13 6.185769 2.271283 3.609902
S2 5.028052 1.439292 3.355987
O14 4.629359 1.328676 2.000357
O15 5.454788 0.015562 3.846010
C13 4.592632 -1.056696 3.554287
C14 4.377377 -1.969456 4.777208
C15 3.621475 1.934863 4.255127
H27 5.054919 -1.514874 2.692166
H28 3.632634 -0.606884 3.231312
H29 4.072131 -2.974437 4.524647
H30 3.649643 -1.627144 5.458850
H31 5.307752 -1.927698 5.413438
H32 2.877308 1.286660 3.887986
H33 3.348972 2.911801 3.796818
H34 3.579470 1.950151 5.353044
O16 -0.899421 -5.471855 0.464993
S3 -0.113196 -6.268835 1.369308
O17 0.034823 -7.655046 1.071502
O18 1.346090 -5.648815 1.406160
C16 1.559665 -4.230495 1.210399
C17 2.268141 -3.786582 2.426853
C18 -0.601528 -6.015116 3.055233
H35 0.600400 -3.807986 1.064781
H36 2.090797 -4.127859 0.294742
H37 2.823200 -4.705060 2.783683
H38 1.495454 -3.451885 3.103082
H39 2.973319 -2.934901 2.224886
H40 -1.599291 -5.577317 3.042200
H41 -0.023605 -5.223786 3.555853
H42 -0.589338 -7.005604 3.562355
O19 2.062102 1.622784 -2.270093
S4 2.708927 0.742818 -3.175527
O20 3.362331 -0.423440 -2.655763
O21 1.662414 0.291615 -4.250335
C19 0.338700 0.881886 -4.468746
C20 -0.498147 -0.052303 -5.328816
C21 3.820310 1.644306 -4.116671
H43 0.408110 1.859441 -5.008999
H44 -0.124369 1.025719 -3.472968
H45 -0.289247 0.057862 -6.376216
H46 -1.545900 0.413440 -5.177239
H47 -0.451054 -1.048905 -4.911024
H48 3.451584 2.602275 -4.481168
H49 4.152457 1.142939 -4.972569
H50 4.710717 1.892052 -3.501517
O22 5.377077 -5.839115 0.404018
S5 5.201250 -5.194074 -0.836833
O23 3.970774 -5.304440 -1.584334
O24 5.443992 -3.689296 -0.439668
C22 4.844603 -2.549176 -1.082595
C23 5.109166 -1.322787 -0.189232
C24 6.594007 -5.520824 -1.873710
H51 3.782674 -2.641812 -1.276067
H52 5.324882 -2.533244 -2.091686
H53 4.207083 -0.689355 -0.251253
H54 5.978131 -0.787216 -0.493450
H55 5.241970 -1.646358 0.831586
H56 7.427960 -5.656957 -1.192574
H57 6.607476 -4.806723 -2.623268
H58 6.375320 -6.538566 -2.239999
O25 1.539051 -0.580501 2.464443
S6 1.147629 -0.192653 1.124812
O26 1.725010 -0.958552 0.090764
O27 -0.373379 -0.363902 1.143734
C25 -1.036399 -0.656972 -0.131487
C26 -2.448956 -1.298701 0.032666
C27 1.569892 1.454204 0.806788
H59 -0.302340 -1.138826 -0.767599
H60 -1.178706 0.302547 -0.639295
H61 -2.407761 -2.269876 0.410148
H62 -2.821045 -1.281291 -0.950695
H63 -3.092784 -0.754979 0.709164
H64 1.086607 1.799272 -0.172999
H65 2.620459 1.398081 0.644540
H66 1.250319 2.046793 1.652220
C28 5.269054 5.234488 1.433377
C29 4.223875 4.840741 0.419164
O28 3.165475 4.386055 0.820982
N1 4.540299 4.938165 -0.870885
C30 3.674428 4.604353 -2.004779
H67 4.781315 5.535930 2.332705
H68 5.982366 5.945229 1.032076
H69 5.885606 4.338404 1.646160
H70 5.350231 5.515503 -1.124796
H71 4.257473 4.840152 -2.877012
H72 2.738209 5.241653 -1.988436
H73 3.278287 3.568435 -2.042357
C31 -3.806169 -1.433085 -4.650959
C32 -4.909720 -2.454862 -4.776193
O29 -6.073124 -2.279131 -4.406466
N2 -4.513624 -3.629293 -5.261091
C33 -5.458379 -4.748269 -5.386356
H74 -3.158118 -1.749103 -3.801577
H75 -4.221098 -0.420117 -4.457654
H76 -3.237917 -1.520829 -5.579845
H77 -3.558824 -3.821267 -5.425405
H78 -6.031642 -4.730057 -6.297228
H79 -6.081672 -4.746046 -4.501735
H80 -4.934727 -5.722587 -5.320392
C34 0.964880 7.714876 0.538724
C35 0.016339 6.752602 1.138373
O30 -1.156514 7.107939 1.179397
N3 0.516202 5.660269 1.773046
C36 -0.441653 4.746331 2.363553
H81 0.684023 7.874336 -0.496385
H82 2.015046 7.502207 0.586939
H83 0.769367 8.638439 1.039046
H84 1.424713 5.285965 1.541631
H85 -1.218627 5.329212 2.772975
H86 -0.103112 4.120420 3.173720
H87 -0.910353 4.014779 1.693673
C37 0.728806 -2.997634 -3.081370
C38 -0.656423 -3.481447 -3.339914
O31 -1.261503 -3.285680 -4.380393
N4 -1.207676 -4.223940 -2.354449
C39 -2.501325 -4.738179 -2.381189
H88 1.258030 -3.405770 -2.181415
H89 0.641021 -1.930468 -2.935066
H90 1.365010 -3.205857 -3.938017
H91 -0.593716 -4.587140 -1.618263
H92 -2.579583 -5.559117 -3.118028
H93 -3.299446 -3.991423 -2.636763
H94 -2.722294 -5.074020 -1.365160

Forces on the atoms, in the same order (eV/Å):
C 1.96 -1.75 -1.24
O 0.32 0.00 0.05
C 0.35 -1.60 3.15
O -1.16 1.44 -1.34
O 0.65 -0.40 -1.53
C -1.48 -0.03 -0.15
H -1.02 1.14 0.63
H -0.09 0.58 0.08
H -0.53 0.00 -0.05
H -0.47 -0.39 0.68
H 0.65 1.09 -1.24
H 0.41 -0.14 0.86
C -1.42 -0.39 -0.02
O -1.08 1.92 -0.01
C 0.57 -2.40 -0.65
O 0.58 0.05 0.32
O 1.09 1.48 0.89
C -0.97 -0.19 -0.41
H 0.67 -0.47 -0.43
H 0.36 -0.36 0.55
H 0.18 -0.02 -0.39
H 0.44 0.17 -0.77
H 0.50 0.00 0.00
H -0.86 0.07 0.90
C -2.77 -1.33 -0.82
O 1.48 0.45 0.03
C -2.17 0.90 -0.91
O -0.06 0.39 0.50
O 0.22 -1.60 1.10
C 0.81 0.25 -0.84
H 0.97 0.79 0.78
H 0.38 0.02 0.13
H 1.23 0.54 -1.01
H -0.68 -0.23 0.56
H 0.08 -0.40 -0.14
H 0.58 0.21 0.52
O -0.37 -0.32 0.12
S -0.50 0.40 -0.23
O -0.33 0.87 0.82
O -0.21 -1.73 0.10
C -0.86 1.88 0.90
C 0.76 1.59 1.04
C 0.52 -1.22 -0.44
H 0.40 -0.48 -0.43
H -0.09 -0.41 -0.29
H -0.17 0.34 0.17
H 0.17 -0.37 -0.57
H 0.00 -1.41 -0.53
H 0.26 0.12 -0.31
H 0.48 0.56 -0.06
H -0.13 0.15 -0.16
O -1.28 -0.50 0.40
S 3.30 1.13 0.13
O -0.96 -0.08 -1.11
O 0.70 1.12 1.49
C -1.93 -0.61 -0.11
C 2.15 0.56 0.02
C -0.53 1.24 0.13
H -0.19 -0.70 0.08
H 0.35 -0.78 -0.04
H 0.34 -0.26 -0.27
H -1.23 0.86 0.49
H -0.62 -0.59 -0.89
H -1.19 -1.02 -0.29
H 0.39 -0.40 0.51
H 0.72 0.02 -0.48
O -0.43 0.27 0.28
S 1.26 0.37 -0.63
O -0.08 0.09 0.49
O -0.44 -1.24 -0.42
C -0.12 -0.86 -0.32
C 1.50 0.31 0.37
C -0.72 -0.04 0.49
H -0.92 0.87 -0.08
H 0.68 0.02 -0.71
H -0.38 1.33 -0.02
H 0.24 0.11 0.82
H -0.70 -0.85 0.23
H -0.27 -0.49 -0.09
H 0.32 -0.62 -0.28
H 0.10 0.92 -0.24
O -0.54 0.94 0.85
S -0.63 -1.38 0.10
O -0.24 0.49 -0.68
O 0.23 -0.46 -0.54
C -0.33 0.71 0.09
C -1.50 1.82 1.43
C 1.59 2.00 0.43
H 0.38 -0.57 0.68
H 0.33 -0.03 -0.63
H 0.41 -0.41 -0.42
H 1.37 -1.13 -0.30
H -0.28 -0.34 -0.41
H -0.59 -0.08 0.29
H 0.40 -1.25 -1.10
H -0.57 -0.36 -0.13
O 0.09 -1.36 0.81
S -0.94 1.36 -0.50
O 0.75 0.01 0.22
O -0.16 0.19 0.46
C 0.80 0.39 -1.12
C -1.26 -0.58 -0.76
C -1.03 -2.69 1.76
H -0.21 -0.52 0.34
H -0.34 0.63 0.64
H 0.64 -0.10 0.12
H 0.64 0.48 -0.20
H -0.02 -0.14 0.15
H 0.33 0.66 -0.25
H 0.51 1.28 -1.43
H 0.10 0.48 -0.32
O -0.19 0.97 -0.13
S 1.64 -0.98 2.20
O 0.47 -1.06 -1.73
O -1.91 -0.13 -0.33
C -0.99 1.00 -0.32
C 2.50 1.65 0.50
C -1.93 0.71 -1.39
H -0.30 -0.85 0.09
H -0.11 0.13 0.24
H 0.24 -1.80 0.35
H -0.66 -0.08 -1.21
H -0.04 0.50 0.00
H 0.58 -0.53 1.46
H 0.91 0.33 0.17
H 0.20 0.38 0.08
C 0.93 -0.94 -1.02
C 0.21 -0.15 1.22
O -1.00 -0.27 -0.21
N 0.82 0.48 -1.50
C -1.61 0.47 0.76
H -0.15 0.41 0.53
H -0.03 0.49 0.17
H -0.47 0.23 0.05
H -0.58 -0.66 0.45
H -0.02 -0.06 -0.52
H 1.01 -0.45 -0.09
H 0.71 0.50 0.38
C -0.28 -0.04 0.46
C -0.88 0.65 0.96
O 0.48 0.27 -0.16
N -0.98 -1.68 -0.68
C 1.07 -0.46 0.99
H -0.28 0.38 -0.68
H 0.35 -0.78 -0.33
H 0.28 0.52 0.27
H 1.03 0.12 -0.11
H -0.32 0.20 -0.25
H -0.55 0.20 -0.10
H 0.11 0.65 -0.31
C 0.38 0.11 -0.85
C -0.21 0.52 0.89
O -0.12 -0.88 0.00
N -0.64 -0.84 -0.02
C -0.08 -0.75 -0.25
H -0.01 0.01 -0.24
H 0.53 -0.40 0.14
H 0.00 0.70 0.33
H 0.26 0.23 -0.21
H -1.05 0.68 0.37
H 0.98 0.13 0.36
H 0.14 0.35 -0.43
C 0.92 -0.16 0.70
C -0.18 -1.55 0.41
O -0.22 0.59 -0.54
N 2.25 0.80 0.99
C -2.32 -0.50 -0.30
H -0.77 0.17 -0.65
H 0.30 0.45 -0.08
H -0.07 0.20 -0.14
H -0.47 0.46 -0.36
H -0.25 0.14 0.39
H 0.88 -0.38 0.04
H -0.10 -0.33 -0.28